17
Properties=species:S:1:pos:R:3 method="wB97M-V/def2-TZVPD" e_homo_ev=-7.84 multiplicity=1 e_lumo_ev=0.774 gap_ev=8.616 energy_ha=-309.6397 e_above_lowest_ev=5.514
C -1.3406 0.8679 0.9524
C -0.8123 -0.3450 0.2136
C -0.5386 -0.2322 -1.3104
C 0.8145 -0.9198 -1.0975
O 1.9140 0.0120 -0.9894
C 1.8778 -0.0044 0.3713
C 0.6355 -0.8937 0.4374
H -1.3367 0.7105 2.0367
H -2.3711 1.0746 0.6404
H -0.7370 1.7572 0.7394
H -1.4838 -1.1928 0.3951
H -1.2396 -0.7734 -1.9520
H -0.4287 0.7916 -1.6812
H 1.0961 -1.7922 -1.6882
H 1.2161 1.6169 0.8743
H 1.9997 1.0815 0.9611
H 0.7346 -1.7585 1.0969